No. 1
# C4H12N2

A structure of composition C4H12N2 (ωB97M-V/def2-TZVPD, OMol25).

Atoms and positions in Å:
C 2.12 -0.23 -0.45
C 0.74 0.31 0.02
C -0.37 -0.65 -0.32
C -1.65 -0.60 0.37
N -1.99 0.56 0.97
N 0.87 0.48 1.46
H 2.03 -1.30 -0.57
H 2.96 0.12 0.15
H 2.41 0.15 -1.45
H 0.64 1.33 -0.42
H -0.17 -1.40 -1.08
H -0.56 -0.99 0.90
H -2.40 -1.22 -0.08
H -1.75 0.73 -2.13
H -1.74 0.39 -2.78
H -2.51 0.28 1.81
H -0.03 0.74 1.88
H 1.42 1.30 1.72

Properties
* relative energy (zero: lowest compared OMol25 entry of this formula, charge and spin): 117.2 kcal per mole

These are the Löwdin partial charges, in e, on atoms 1 to 6: -0.062, -0.461, -0.107, -0.361, -0.010, 0.002

No. 2
# C28H54F5NO11

A cluster of 7 separate species, C28H54F5NO11 in total (ωB97M-V/def2-TZVPD, OMol25).

Atoms and positions in Å:
C -4.97 4.26 -0.73
C -3.38 3.99 -0.84
O -2.69 4.97 -1.20
N -2.87 2.62 -0.55
C -2.09 2.25 -1.80
C -2.77 1.65 -3.11
O -0.85 2.46 -1.83
C -1.89 2.58 0.53
C -1.62 1.48 1.40
C -2.30 0.04 1.49
F -2.40 -0.32 2.87
F -1.48 -0.98 0.91
C -3.81 -0.03 0.92
F -4.57 1.13 1.25
F -4.44 -1.10 1.64
F -3.88 -0.37 -0.43
C -0.44 1.82 2.41
O -0.05 1.27 3.45
O 0.18 2.96 1.83
C -0.84 3.64 1.09
O -0.79 4.89 1.05
H -5.26 4.81 0.22
H -5.27 4.91 -1.64
H -5.56 3.28 -0.85
H -3.79 2.17 -3.23
H -2.85 0.52 -3.03
H -2.10 1.97 -3.99
C -2.33 4.41 -6.84
C -3.47 4.29 -5.84
C -4.08 5.64 -5.53
O -2.98 3.70 -4.63
H -1.53 5.04 -6.44
H -1.89 3.43 -7.05
H -2.68 4.84 -7.78
H -4.24 3.62 -6.24
H -3.34 6.31 -5.09
H -4.89 5.54 -4.80
H -4.48 6.11 -6.43
H -2.30 4.28 -4.27
C 1.52 -1.55 0.80
C 2.15 -1.35 -0.57
C 3.62 -0.97 -0.45
O 1.45 -0.32 -1.27
H 1.56 -0.63 1.39
H 0.46 -1.81 0.70
H 2.02 -2.34 1.35
H 2.05 -2.27 -1.16
H 3.73 -0.03 0.09
H 4.05 -0.82 -1.44
H 4.18 -1.74 0.06
H 1.52 0.49 -0.76
C 7.47 -3.59 -3.72
C 6.21 -3.05 -3.07
C 4.96 -3.63 -3.72
O 6.19 -1.63 -3.19
H 7.51 -3.33 -4.78
H 8.36 -3.16 -3.25
H 7.53 -4.68 -3.63
H 6.22 -3.29 -2.00
H 4.91 -3.36 -4.78
H 4.06 -3.22 -3.25
H 4.94 -4.72 -3.63
H 6.19 -1.41 -4.13
C -1.49 -3.36 5.34
C -0.40 -3.75 4.35
C 0.98 -3.61 4.97
O -0.49 -2.92 3.20
H -1.39 -2.32 5.65
H -2.48 -3.46 4.88
H -1.46 -3.99 6.23
H -0.55 -4.78 4.02
H 1.17 -2.57 5.27
H 1.75 -3.88 4.25
H 1.09 -4.25 5.85
H -0.36 -2.00 3.48
C -3.03 -6.68 0.56
C -2.53 -7.27 1.87
C -2.92 -6.40 3.06
O -1.11 -7.40 1.83
H -2.59 -5.69 0.39
H -2.73 -7.31 -0.28
H -4.12 -6.58 0.56
H -2.94 -8.28 2.00
H -2.48 -5.41 2.97
H -2.55 -6.84 3.99
H -4.01 -6.30 3.13
H -0.74 -6.51 1.72
C 2.65 5.67 2.63
C 4.04 5.07 2.81
C 4.00 3.86 3.73
O 4.92 6.05 3.36
H 2.25 6.01 3.58
H 2.70 6.54 1.97
H 1.96 4.94 2.19
H 4.44 4.77 1.84
H 3.64 4.14 4.73
H 5.00 3.44 3.86
H 3.34 3.08 3.33
H 4.57 6.32 4.22

Properties
* SMILES: CC(=O)N(C(C)=O)C1=C(C(F)(F)C(F)(F)F)C(=O)OC1=O.CC(C)O.CC(C)O.CC(C)O.CC(C)O.CC(C)O.CC(C)O
* relative energy (zero: lowest compared OMol25 entry of this formula, charge and spin): 0.0 kcal per mole

These are the Löwdin partial charges, in e, on atoms 1 to 6: 0.004, -0.338, 0.096, 0.066, -0.319, 0.005

No. 3
# C42H92F12N15O26S12

A cluster of 13 separate species, C42H92F12N15O26S12 in total (ωB97M-V/def2-TZVPD, OMol25).

Atoms and positions in Å:
C -4.37 0.39 11.19
C -3.18 1.24 10.82
N -2.87 0.97 9.47
C -2.51 -0.28 9.09
C -2.13 -0.18 7.76
N -2.17 1.16 7.39
C -2.68 1.88 8.42
C -1.62 1.55 6.10
H -4.61 0.62 12.23
H -4.02 -0.63 11.37
H -5.32 0.52 10.68
H -2.34 0.88 11.42
H -3.28 2.32 10.96
H -2.59 -1.17 9.70
H -1.85 -0.88 6.99
H -2.93 2.92 8.50
H -2.22 1.10 5.31
H -0.56 1.28 6.10
H -1.65 2.64 6.17
C -0.89 -1.46 -0.20
C -0.17 -0.04 -0.10
N -0.03 0.64 -1.42
C 0.23 0.07 -2.60
C 0.50 1.10 -3.45
N 0.20 2.28 -2.86
C -0.03 1.99 -1.56
C 0.19 3.50 -3.50
H -0.31 -2.31 -0.55
H -1.81 -1.42 -0.79
H -1.35 -1.76 0.74
H 0.78 -0.18 0.42
H -0.83 0.56 0.51
H 0.52 -0.96 -2.70
H 0.95 1.09 -4.43
H -0.35 2.70 -0.81
H 1.22 3.78 -3.72
H -0.21 4.16 -2.73
H -0.37 3.34 -4.42
C 2.03 8.69 -6.72
C 0.59 9.07 -6.56
O 0.15 9.65 -5.58
N -0.33 8.77 -7.83
H -0.09 7.91 -8.30
H -1.20 8.58 -7.35
C -0.45 10.08 -8.63
H 2.61 9.08 -5.89
H 2.43 9.07 -7.66
H 2.09 7.60 -6.67
H -1.10 10.76 -8.08
H -0.98 9.88 -9.56
H 0.51 10.50 -8.94
C -4.13 7.06 0.83
C -3.07 6.99 -0.13
O -2.88 6.00 -0.91
N -2.12 8.23 -0.19
H -2.10 8.84 0.61
H -1.14 8.01 -0.24
C -2.62 9.15 -1.33
H -4.58 8.05 0.94
H -3.68 6.82 1.80
H -4.83 6.26 0.62
H -3.56 9.64 -1.11
H -2.67 8.70 -2.33
H -1.89 9.96 -1.36
C 4.23 -8.58 -2.81
C 4.38 -8.07 -1.39
C 3.69 -9.00 -0.45
N 3.77 -8.53 1.03
C 3.43 -7.02 1.17
C 2.87 -9.39 1.92
C 3.52 -9.23 3.29
C 5.05 -8.94 3.15
C 5.23 -8.75 1.64
H 3.18 -8.80 -2.98
H 4.86 -9.41 -3.11
H 4.36 -7.74 -3.50
H 4.04 -7.03 -1.39
H 5.46 -8.09 -1.20
H 3.98 -10.04 -0.55
H 2.62 -9.14 -0.60
H 3.60 -6.69 2.20
H 2.42 -6.82 0.80
H 4.15 -6.53 0.53
H 1.85 -9.02 1.81
H 2.97 -10.44 1.67
H 3.14 -8.40 3.89
H 3.41 -10.21 3.76
H 5.46 -8.14 3.77
H 5.64 -9.83 3.36
H 5.91 -7.97 1.28
H 5.61 -9.66 1.17
C 5.09 -1.87 3.84
C 6.09 -2.00 5.03
C 7.47 -2.65 4.78
N 7.97 -3.21 6.18
C 9.50 -3.43 6.01
C 7.37 -4.65 6.42
C 7.08 -4.66 8.00
C 6.73 -3.24 8.36
C 7.65 -2.44 7.42
H 4.06 -1.65 4.13
H 4.94 -2.73 3.19
H 5.35 -1.06 3.16
H 5.56 -2.53 5.83
H 6.29 -0.97 5.31
H 8.28 -2.01 4.44
H 7.46 -3.58 4.22
H 9.89 -3.81 6.96
H 9.85 -2.46 5.67
H 9.65 -4.05 5.13
H 8.10 -5.43 6.19
H 6.45 -4.72 5.84
H 7.90 -5.01 8.62
H 6.24 -5.26 8.35
H 6.73 -3.12 9.44
H 5.67 -3.11 8.13
H 8.67 -2.24 7.76
H 7.28 -1.45 7.16
C -5.01 -4.41 -1.85
C -4.91 -3.36 -2.95
C -5.86 -2.19 -2.72
N -6.09 -1.20 -3.85
C -6.85 -1.90 -5.01
C -4.73 -0.68 -4.42
C -5.09 0.68 -5.00
C -6.47 1.09 -4.36
C -6.78 0.03 -3.32
H -6.05 -4.63 -1.57
H -4.40 -4.06 -1.02
H -4.67 -5.37 -2.24
H -5.11 -3.88 -3.89
H -3.85 -3.10 -3.06
H -5.39 -1.60 -1.92
H -6.88 -2.40 -2.41
H -7.22 -1.12 -5.67
H -7.65 -2.51 -4.61
H -6.08 -2.48 -5.54
H -4.29 -1.44 -5.07
H -4.06 -0.69 -3.56
H -5.05 0.65 -6.08
H -4.34 1.37 -4.60
H -7.21 1.06 -5.16
H -6.38 2.10 -3.97
H -7.85 -0.19 -3.27
H -6.40 0.22 -2.32
N -4.25 7.99 -6.48
S -5.07 7.00 -5.86
O -5.64 6.01 -6.82
O -5.70 7.34 -4.57
F -3.82 6.17 -5.27
S -5.42 9.27 -6.28
O -5.10 10.21 -5.17
O -6.78 9.10 -6.73
F -4.85 10.05 -7.55
N 0.76 -2.71 -6.86
S -0.28 -4.04 -6.88
O 0.09 -5.29 -7.42
O -1.72 -3.81 -6.79
F 0.02 -4.47 -5.34
S 0.22 -2.07 -8.08
O -0.71 -0.99 -7.76
O 0.15 -2.74 -9.37
F 1.60 -1.29 -8.36
N 1.75 6.41 0.41
S 1.73 5.74 1.94
O 2.71 6.20 2.95
O 1.43 4.32 1.98
F 0.28 6.30 2.36
S 3.24 6.60 0.29
O 4.03 5.34 0.42
O 3.89 7.86 0.67
F 3.16 6.70 -1.31
N -6.21 0.00 2.10
S -5.56 -0.85 3.46
O -6.13 -0.60 4.78
O -4.09 -1.10 3.58
F -6.00 -2.31 3.08
S -5.26 1.05 1.78
O -4.38 0.77 0.71
O -4.87 2.02 2.80
F -6.41 2.01 1.19
N 0.67 5.38 -9.75
S 2.11 5.38 -10.52
O 2.37 4.62 -11.74
O 3.26 5.48 -9.65
F 2.03 6.92 -11.04
S 0.75 3.94 -9.43
O 1.54 3.59 -8.29
O 0.66 2.89 -10.39
F -0.70 3.81 -8.83
N 0.01 -6.07 6.27
S -0.59 -4.87 5.62
O 0.31 -3.81 5.07
O -1.98 -4.60 5.92
F -0.93 -5.59 4.21
S 0.78 -5.29 7.52
O -0.21 -4.64 8.36
O 2.05 -4.67 7.24
F 1.26 -6.67 8.31

Properties
* charge: +1

These are the Löwdin partial charges, in e, on atoms 1 to 6: -0.068, -0.196, -0.088, 0.005, 0.040, -0.095

No. 4
# C2H4N2OS

An isolated molecule of C2H4N2OS (ωB97M-V/def2-TZVPD, OMol25).

Atoms and positions in Å:
H 2.13 -0.56 0.09
N 1.58 -1.36 -0.08
C 0.31 -1.18 -0.05
N -0.36 0.01 0.30
S -2.02 -0.07 -0.25
C 0.31 1.24 -0.03
O 1.51 1.31 -0.24
H -0.15 -2.11 -0.55
H -2.90 0.56 1.02
H -0.41 2.15 -0.20

Properties
* SMILES: [H]/N=C\N(S)C=O
* relative energy (zero: lowest compared OMol25 entry of this formula, charge and spin): 80.6 kcal per mole

These are the Löwdin partial charges, in e, on atoms 1 to 6: 0.010, 0.109, -0.373, -0.434, 0.696, -0.321

Number 1: frontier orbital gap 9.289 eV, HOMO -0.3108 Ha, calculated total energy -7317.945 eV. Number 2: frontier orbital gap 8.045 eV, HOMO -0.3637 Ha, calculated total energy -67507.491 eV. Number 3: frontier orbital gap 6.288 eV, HOMO -0.3443 Ha, calculated total energy -283235.598 eV. Number 4: frontier orbital gap 9.560 eV, HOMO -0.3609 Ha, calculated total energy -17999.163 eV.